{"formula": "C25H24ClN2ORuTe", "method": "ωB97M-V/def2-TZVPD", "species": ["Ru", "C", "C", "C", "C", "N", "C", "C", "C", "C", "C", "C", "N", "H", "H", "H", "H", "H", "H", "H", "H", "Te", "C", "C", "C", "C", "C", "C", "C", "C", "C", "C", "C", "C", "H", "H", "H", "H", "H", "H", "H", "H", "H", "H", "C", "O", "C", "C", "H", "H", "H", "H", "H", "H", "Cl"], "coordinates": [[-0.419, 0.027, -0.231], [2.470, 3.153, -0.875], [1.748, 4.301, -0.592], [0.387, 4.200, -0.365], [-0.226, 2.957, -0.423], [0.491, 1.833, -0.663], [1.805, 1.943, -0.898], [-1.688, 2.781, -0.232], [-2.581, 3.841, -0.262], [-3.930, 3.581, -0.075], [-4.351, 2.277, 0.110], [-3.404, 1.267, 0.100], [-2.103, 1.513, -0.055], [3.531, 3.183, -1.072], [2.236, 5.265, -0.557], [-0.191, 5.082, -0.136], [2.320, 1.019, -1.122], [-2.244, 4.850, -0.447], [-4.642, 4.395, -0.083], [-5.394, 2.031, 0.247], [-3.690, 0.230, 0.212], [-1.774, -2.127, 1.239], [-1.236, -4.128, 0.923], [-1.127, -4.968, 2.024], [-0.810, -6.305, 1.829], [-0.603, -6.791, 0.547], [-0.713, -5.946, -0.549], [-1.025, -4.608, -0.367], [-3.744, -2.180, 0.507], [-4.804, -2.048, 1.397], [-6.106, -2.194, 0.940], [-6.345, -2.478, -0.397], [-5.285, -2.588, -1.287], [-3.981, -2.436, -0.841], [-1.298, -4.589, 3.024], [-0.731, -6.966, 2.681], [-0.352, -7.833, 0.401], [-0.551, -6.328, -1.548], [-1.100, -3.943, -1.219], [-4.617, -1.841, 2.444], [-6.931, -2.102, 1.633], [-7.359, -2.620, -0.745], [-5.472, -2.792, -2.333], [-3.155, -2.494, -1.539], [2.241, -2.076, -0.743], [2.040, -1.448, 0.543], [1.027, -0.664, 0.773], [1.109, -0.130, 2.179], [2.332, -3.141, -0.545], [3.177, -1.689, -1.138], [1.402, -1.869, -1.402], [1.722, 0.777, 2.148], [1.593, -0.843, 2.845], [0.126, 0.137, 2.569], [-0.781, -1.234, -2.226]], "e_homo_ha": [-0.38412, -0.38452], "homo_lumo_gap_ev": [6.7181, 6.7293], "charge": 1, "multiplicity": 1, "e_above_lowest_ev": 1.6910}



{"formula": "C25H17Co2FeO8", "method": "ωB97M-V/def2-TZVPD", "species": ["O", "C", "Fe", "C", "O", "C", "C", "C", "C", "C", "C", "C", "C", "H", "H", "H", "H", "H", "H", "H", "H", "H", "H", "O", "C", "Co", "C", "O", "C", "O", "C", "C", "C", "C", "C", "C", "C", "C", "C", "Co", "C", "O", "C", "O", "C", "O", "H", "H", "H", "H", "H", "H", "H"], "coordinates": [[0.260, -3.012, -0.272], [0.158, -1.906, 0.083], [0.298, -0.424, 1.258], [1.482, -1.299, 2.420], [2.117, -2.132, 2.928], [-1.113, -1.276, 2.286], [-2.338, -1.306, 1.497], [-3.368, -0.453, 1.962], [0.337, 0.800, -0.348], [1.623, 0.693, 0.281], [1.487, 1.148, 1.637], [0.119, 1.522, 1.846], [-0.588, 1.312, 0.619], [-0.729, -2.252, 2.618], [-1.237, -0.582, 3.131], [-2.419, -2.004, 0.655], [-4.309, -0.912, 2.332], [-2.855, 0.325, 2.612], [0.118, 0.599, -1.394], [2.551, 0.391, -0.203], [2.296, 1.276, 2.353], [-0.285, 1.991, 2.742], [-1.616, 1.607, 0.420], [-7.758, 6.343, -1.342], [-7.032, 5.505, -1.006], [-5.888, 4.236, -0.595], [-5.123, 3.995, -2.136], [-4.648, 3.780, -3.179], [-4.653, 5.079, 0.347], [-3.784, 5.661, 0.835], [-6.477, 2.223, -0.296], [-7.194, 1.575, -1.412], [-8.115, 2.297, -2.199], [-8.733, 1.706, -3.305], [-8.482, 0.364, -3.620], [-7.616, -0.382, -2.805], [-6.975, 0.212, -1.715], [-5.706, 1.698, 0.724], [-4.535, 1.115, 1.165], [-6.926, 2.928, 1.317], [-8.323, 4.034, 0.937], [-9.307, 4.620, 0.773], [-6.011, 4.035, 2.419], [-5.609, 4.719, 3.253], [-7.833, 1.942, 2.461], [-8.477, 1.382, 3.241], [-8.344, 3.343, -1.958], [-9.416, 2.293, -3.930], [-8.959, -0.101, -4.495], [-7.427, -1.435, -3.025], [-6.269, -0.347, -1.096], [-4.473, 1.218, 2.260], [-3.660, 1.100, 0.462]], "e_homo_ha": -0.13129, "homo_lumo_gap_ev": 5.7524, "charge": -1, "multiplicity": 1, "e_above_lowest_ev": 0.0000}



{"formula": "C5H26O10", "method": "ωB97M-V/def2-TZVPD", "species": ["C", "C", "C", "O", "C", "C", "H", "H", "H", "H", "H", "H", "H", "H", "H", "H", "O", "H", "H", "O", "H", "H", "O", "H", "H", "O", "H", "H", "O", "H", "H", "O", "H", "H", "O", "H", "H", "O", "H", "H", "O"], "coordinates": [[-0.171, -1.878, 2.593], [2.121, 0.308, -1.158], [1.530, -0.769, -0.583], [1.306, -1.997, -1.270], [1.147, -0.919, 0.813], [0.223, -1.841, 1.146], [0.705, -1.466, 3.174], [-0.797, -1.017, 2.688], [-0.605, -2.824, 2.957], [2.542, 0.266, -2.196], [2.608, 1.134, -0.548], [1.852, -2.157, -2.109], [1.742, -0.332, 1.604], [-0.233, -2.627, 0.512], [-0.015, 3.128, 1.936], [-0.888, 4.536, 1.380], [-0.316, 4.059, 2.046], [-1.541, -0.204, -1.617], [-2.311, 0.973, -1.600], [-1.904, 0.526, -2.242], [-4.050, -1.272, 0.624], [-3.360, -1.648, -0.560], [-4.110, -1.900, -0.055], [-0.663, 3.363, -2.044], [0.447, 3.266, -1.292], [-0.258, 3.674, -1.193], [1.728, -3.479, -0.349], [2.704, -4.159, 0.321], [1.786, -4.288, 0.198], [3.691, 1.628, 2.838], [2.100, 1.557, 2.974], [2.774, 1.225, 2.419], [-1.662, -2.317, -2.191], [-0.864, -1.888, -1.207], [-1.820, -1.776, -1.388], [-2.841, 2.502, 0.117], [-1.561, 2.407, 0.802], [-2.275, 1.866, 0.632], [-0.407, 1.131, -2.698], [1.242, 1.479, -2.577], [0.405, 1.731, -2.899]], "e_homo_ha": [-0.49652, -0.49651], "homo_lumo_gap_ev": [8.5026, 5.1498], "charge": 1, "multiplicity": 2, "s2": 0.7853, "e_above_lowest_ev": 0.8551}



{"formula": "C28H22Cl2N6NiO3S2", "method": "ωB97M-V/def2-TZVPD", "species": ["Ni", "Cl", "C", "C", "C", "Cl", "C", "C", "C", "C", "N", "C", "C", "O", "H", "H", "H", "H", "O", "S", "O", "N", "C", "C", "C", "C", "C", "C", "C", "C", "N", "C", "C", "C", "C", "C", "C", "C", "H", "H", "H", "H", "H", "H", "H", "H", "H", "H", "H", "C", "C", "C", "N", "N", "C", "N", "S", "H", "H", "H", "H", "H", "H", "H"], "coordinates": [[-0.005, -0.287, 0.618], [1.853, 0.123, 5.262], [2.742, 0.210, 3.780], [4.109, 0.463, 3.806], [4.840, 0.505, 2.642], [6.542, 0.817, 2.718], [4.223, 0.301, 1.392], [4.887, 0.320, 0.149], [4.173, 0.090, -0.997], [2.792, -0.150, -0.914], [2.141, -0.155, 0.225], [2.824, 0.051, 1.373], [2.047, -0.014, 2.583], [0.804, -0.334, 2.529], [4.592, 0.620, 4.756], [5.948, 0.520, 0.120], [4.660, 0.085, -1.961], [2.219, -0.338, -1.811], [-4.142, -0.481, 1.595], [-3.252, -1.175, 0.703], [-3.844, -1.756, -0.478], [-1.988, -0.170, 0.294], [-2.367, 1.007, -0.246], [-3.653, 1.294, -0.711], [-3.966, 2.549, -1.223], [-3.035, 3.559, -1.290], [-1.723, 3.328, -0.833], [-0.712, 4.310, -0.832], [0.532, 4.003, -0.345], [0.776, 2.712, 0.134], [-0.138, 1.764, 0.126], [-1.378, 2.045, -0.328], [-2.529, -2.504, 1.654], [-1.708, -2.260, 2.739], [-1.294, -3.333, 3.514], [-1.713, -4.620, 3.207], [-2.555, -4.845, 2.128], [-2.966, -3.777, 1.350], [-4.404, 0.524, -0.676], [-4.974, 2.726, -1.566], [-3.291, 4.530, -1.689], [-0.938, 5.301, -1.198], [1.324, 4.736, -0.319], [1.747, 2.461, 0.540], [-1.407, -1.249, 2.965], [-0.652, -3.161, 4.367], [-1.384, -5.452, 3.814], [-2.890, -5.843, 1.890], [-3.626, -3.901, 0.506], [-2.464, -3.503, -2.857], [-1.601, -4.536, -2.142], [-0.769, -3.903, -1.094], [-0.615, -2.652, -0.929], [0.108, -2.303, 0.135], [0.545, -3.318, 0.838], [1.289, -3.184, 1.944], [0.088, -4.854, 0.145], [-3.104, -3.997, -3.582], [-1.842, -2.771, -3.364], [-3.082, -2.969, -2.138], [-0.953, -5.058, -2.852], [-2.235, -5.289, -1.666], [1.221, -2.258, 2.362], [1.364, -3.962, 2.576]], "e_homo_ha": [-0.27149, -0.27150], "homo_lumo_gap_ev": [6.8930, 6.8954], "multiplicity": 1}



{"formula": "C18H41ClN6O2", "method": "ωB97M-V/def2-TZVPD", "species": ["C", "C", "C", "Cl", "N", "C", "C", "C", "C", "N", "O", "C", "C", "N", "N", "N", "H", "H", "H", "H", "H", "H", "H", "H", "H", "H", "H", "H", "H", "H", "H", "H", "H", "H", "H", "H", "H", "H", "H", "C", "C", "C", "C", "C", "C", "N", "O", "C", "C", "C", "H", "H", "H", "H", "H", "H", "H", "H", "H", "H", "H", "H", "H", "H", "H", "H", "H", "H"], "coordinates": [[2.115, -0.301, 1.975], [1.511, 1.097, 2.030], [1.070, 1.391, 0.605], [2.333, 1.122, -0.612], [0.341, 2.735, 0.326], [-0.096, 3.433, 1.567], [-0.884, 2.332, -0.491], [-1.996, 1.674, 0.321], [-3.114, 2.598, 0.764], [-3.483, 3.611, -0.197], [-3.668, 2.460, 1.816], [1.060, 3.739, -0.547], [2.398, 4.441, -0.075], [3.003, 3.790, 1.069], [2.159, 5.857, 0.223], [3.368, 4.423, -1.152], [1.483, -0.809, 1.223], [1.909, -0.825, 2.908], [3.178, -0.343, 1.745], [0.584, 0.981, 2.605], [2.088, 1.878, 2.520], [0.338, 0.617, 0.367], [0.752, 3.902, 2.050], [-0.581, 2.751, 2.256], [-0.810, 4.204, 1.273], [-1.261, 3.208, -1.016], [-0.530, 1.637, -1.254], [-1.611, 1.174, 1.213], [-2.425, 0.867, -0.283], [-3.193, 4.516, 0.172], [-4.501, 3.662, -0.172], [1.195, 3.278, -1.521], [0.329, 4.538, -0.689], [2.777, 4.298, 1.916], [4.011, 3.851, 0.969], [2.069, 6.405, -0.626], [1.315, 5.990, 0.771], [3.785, 3.502, -1.227], [2.964, 4.675, -2.045], [0.368, -2.585, -2.541], [-0.734, -2.685, -1.470], [-1.800, -3.683, -1.948], [-1.367, -5.151, -1.891], [-0.342, -5.425, -0.778], [-0.356, -4.397, 0.357], [-0.094, -3.085, -0.205], [-0.090, -2.086, 0.778], [0.806, -4.730, 1.297], [-1.662, -4.506, 1.170], [-1.411, -1.316, -1.367], [1.118, -1.859, -2.218], [-0.030, -2.268, -3.513], [0.866, -3.547, -2.672], [-2.694, -3.553, -1.333], [-2.106, -3.420, -2.966], [-2.255, -5.768, -1.734], [-0.955, -5.465, -2.853], [-0.509, -6.424, -0.366], [0.667, -5.438, -1.199], [1.754, -4.595, 0.772], [0.737, -5.769, 1.639], [0.792, -4.072, 2.164], [-1.772, -5.511, 1.589], [-2.546, -4.300, 0.566], [-1.635, -3.788, 1.990], [-1.838, -1.055, -2.343], [-0.686, -0.551, -1.080], [-2.208, -1.328, -0.623]], "e_homo_ha": -0.15204, "homo_lumo_gap_ev": 3.6780, "multiplicity": 1}



{"formula": "C3H6N2O", "method": "ωB97M-V/def2-TZVPD", "species": ["C", "C", "C", "H", "H", "H", "H", "H", "H", "N", "N", "O"], "coordinates": [[-0.395, 0.452, -0.264], [2.100, -0.478, -0.494], [1.818, 0.374, 0.686], [-3.282, -0.494, 0.201], [-0.271, 1.283, -0.814], [2.314, 0.143, -1.344], [2.547, -1.377, -0.591], [1.852, 1.419, 0.538], [1.967, -0.029, 1.789], [-1.661, 0.562, -0.279], [0.635, -0.366, 0.077], [-2.386, -0.550, 0.258]], "e_homo_ha": -0.34485, "smiles": "O/N=C\\N1CC1", "homo_lumo_gap_ev": 10.4431, "multiplicity": 1, "e_above_lowest_ev": 5.9574}



{"formula": "C34H34IN7OSr", "method": "ωB97M-V/def2-TZVPD", "species": ["Sr", "C", "C", "C", "C", "C", "C", "C", "N", "N", "C", "C", "C", "C", "C", "C", "N", "C", "C", "C", "C", "C", "C", "N", "H", "H", "H", "H", "H", "H", "H", "H", "H", "H", "H", "H", "H", "H", "H", "H", "H", "H", "H", "H", "C", "C", "N", "N", "C", "O", "C", "C", "C", "C", "C", "C", "C", "C", "C", "C", "C", "N", "H", "H", "H", "H", "H", "H", "H", "H", "H", "H", "H", "H", "I", "C", "H", "H"], "coordinates": [[-0.347, -0.030, 0.604], [-1.127, 1.162, 3.445], [0.394, 0.962, 3.737], [0.890, -0.484, 3.806], [1.435, -0.984, 4.978], [1.916, -2.286, 5.006], [1.838, -3.055, 3.861], [1.273, -2.483, 2.731], [0.813, -1.238, 2.699], [-1.425, 1.487, 2.014], [-2.812, 1.131, 1.558], [-3.211, -0.353, 1.781], [-4.535, -0.671, 2.038], [-4.880, -2.005, 2.191], [-3.898, -2.977, 2.102], [-2.598, -2.571, 1.852], [-2.265, -1.295, 1.687], [-0.990, 2.849, 1.571], [-0.469, 2.953, 0.111], [0.486, 3.905, -0.207], [0.939, 3.962, -1.514], [0.425, 3.083, -2.454], [-0.527, 2.163, -2.055], [-0.971, 2.108, -0.790], [-1.555, 1.942, 4.085], [-1.650, 0.236, 3.682], [0.622, 1.434, 4.692], [0.991, 1.460, 2.967], [1.489, -0.354, 5.856], [2.350, -2.689, 5.913], [2.209, -4.070, 3.830], [1.199, -3.042, 1.803], [-2.864, 1.336, 0.477], [-3.555, 1.761, 2.060], [-5.280, 0.109, 2.113], [-5.908, -2.284, 2.384], [-4.127, -4.027, 2.215], [-1.795, -3.293, 1.748], [-0.184, 3.167, 2.229], [-1.820, 3.556, 1.698], [0.896, 4.552, 0.557], [1.703, 4.676, -1.794], [0.760, 3.092, -3.482], [-0.964, 1.447, -2.742], [2.157, -0.972, -3.439], [1.150, -0.881, -2.332], [1.418, -0.449, -1.168], [2.729, -0.030, -0.871], [2.742, 0.688, 0.225], [1.758, 1.136, 0.919], [4.121, 1.008, 0.747], [4.255, 1.504, 2.040], [5.507, 1.789, 2.568], [6.644, 1.593, 1.797], [6.518, 1.106, 0.502], [5.267, 0.811, -0.018], [-0.267, -1.426, -2.607], [-0.780, -0.896, -3.938], [-2.113, -0.792, -4.130], [-3.040, -0.998, -3.067], [-2.480, -1.083, -1.806], [-1.191, -1.149, -1.504], [3.167, -0.904, -3.046], [2.013, -0.154, -4.150], [2.037, -1.899, -4.001], [3.357, 1.664, 2.622], [5.594, 2.167, 3.579], [7.623, 1.818, 2.201], [7.401, 0.953, -0.107], [5.165, 0.422, -1.022], [-0.086, -0.686, -4.741], [-2.478, -0.483, -5.106], [-4.108, -0.911, -3.200], [-3.157, -1.037, -0.947], [0.470, -4.076, -1.088], [-0.213, -2.959, -2.798], [-1.235, -3.302, -2.940], [0.408, -3.282, -3.628]], "e_homo_ha": -0.21530, "homo_lumo_gap_ev": 6.0011, "multiplicity": 1, "e_above_lowest_ev": 2.3997}



{"formula": "C4H14NO2S", "method": "ωB97M-V/def2-TZVPD", "species": ["C", "O", "C", "C", "C", "S", "N", "H", "H", "H", "H", "H", "H", "H", "H", "H", "H", "H", "H", "H", "H", "O"], "coordinates": [[1.371, 0.514, 1.034], [2.599, -0.144, 0.796], [0.415, -0.127, 0.047], [0.589, 0.446, -1.357], [0.149, -0.537, -2.460], [-1.647, -0.755, -2.651], [-1.001, 0.174, 0.482], [1.502, 1.598, 0.924], [1.039, 0.311, 2.066], [3.293, 0.254, 1.327], [0.573, -1.189, 0.165], [1.635, 0.674, -1.541], [0.027, 1.369, -1.496], [0.621, -1.500, -2.257], [0.584, -0.203, -3.398], [-1.619, -0.870, -3.976], [-1.623, -0.204, -0.204], [-1.305, -0.321, 1.337], [-1.204, 1.154, 0.563], [-1.695, -0.866, 3.850], [-2.285, 0.515, 3.608], [-2.019, -0.291, 3.144]], "e_homo_ha": -0.46808, "homo_lumo_gap_ev": 9.6655, "charge": 1, "multiplicity": 1, "e_above_lowest_ev": 0.3243}



{"formula": "C5H2ClFN2", "method": "ωB97M-V/def2-TZVPD", "species": ["C", "C", "C", "C", "C", "N", "N", "F", "Cl", "H", "H"], "coordinates": [[1.643, -0.843, -1.160], [1.671, 0.487, 0.751], [0.891, -0.096, -0.257], [-0.547, -0.148, -0.356], [-1.463, 0.517, 0.597], [2.148, -1.512, -1.940], [2.403, 0.780, 1.575], [-2.670, -0.141, 0.851], [-1.202, -0.965, -1.714], [-1.038, 0.540, 1.519], [-1.835, 1.383, 0.136]], "e_homo_ha": -0.38384, "smiles": "N#CC(C#N)=C(Cl)CF", "homo_lumo_gap_ev": 8.8458, "multiplicity": 1, "e_above_lowest_ev": 0.0000}



{"formula": "CH12O4S", "method": "ωB97M-V/def2-TZVPD", "species": ["C", "S", "H", "H", "H", "H", "H", "H", "O", "H", "H", "O", "H", "H", "O", "H", "H", "O"], "coordinates": [[0.469, 0.923, -4.978], [1.744, -0.022, -5.992], [0.294, 0.601, -3.989], [0.733, 1.956, -4.979], [-0.511, 0.846, -5.487], [1.462, -1.223, -5.393], [1.452, 0.044, 5.819], [0.120, -0.439, 5.345], [0.896, -0.747, 5.873], [-4.623, -2.456, 3.031], [-5.927, -2.709, 3.783], [-5.128, -2.173, 3.798], [0.160, 0.474, 3.231], [0.578, 1.547, 4.104], [-0.183, 0.901, 4.049], [0.497, 1.821, 1.483], [0.805, 0.967, 0.223], [1.150, 1.231, 1.083]], "e_homo_ha": -0.34126, "smiles": "CS.O.O.O.O", "homo_lumo_gap_ev": 9.4378, "multiplicity": 1, "e_above_lowest_ev": 1.1421}